Entry 1:
DFT (ωB97M-V/def2-TZVPD) results for a 2-piece molecular cluster, C8H12N4 overall.

- SMILES string = Cc1c[nH]cn1.Cc1c[nH]cn1
- 2S+1 = 1

The geometry in XYZ format:
```
24
Properties=species:S:1:pos:R:3:forces:R:3:mulliken_charge:R:1
C -2.88945 1.23437 -2.08209 -0.8 0.6 0.9 -1.096
C -2.48965 0.02967 -1.28994 0.8 0.8 -0.5 0.435
C -1.62416 0.06086 -0.23295 0.1 -0.7 0.0 -0.328
N -1.33557 -1.26290 0.03131 -0.4 0.7 0.4 -0.006
C -2.08522 -2.00737 -0.81503 0.5 -0.3 0.1 -0.217
N -2.75407 -1.26315 -1.65220 -0.4 -0.1 0.1 -0.642
H -3.87298 1.58993 -1.74977 -0.1 -0.2 -0.4 0.256
H -2.88446 1.13092 -3.16164 0.0 -0.4 0.0 0.318
H -2.24435 2.07180 -1.82039 0.3 -0.1 -0.1 0.301
H -1.23650 0.82657 0.41452 0.2 0.2 -0.3 0.390
H -0.58821 -1.52163 0.64724 -0.2 -0.4 0.2 0.223
H -2.11750 -3.07798 -0.71326 0.0 -0.1 -0.3 0.395
C 2.75509 2.57682 1.07827 1.5 -1.1 -0.4 -1.188
C 2.38116 1.12439 1.09811 -0.4 0.4 0.0 0.812
C 2.06798 0.27600 2.12173 -0.2 0.5 -0.2 -0.666
N 1.72871 -0.90500 1.52010 0.4 -0.7 0.4 -0.087
C 1.94518 -0.77245 0.18063 -1.3 0.5 0.4 -0.424
N 2.25240 0.46880 -0.09550 0.4 -0.4 -0.6 -0.511
H 2.23383 3.20752 1.77451 -0.3 0.3 0.1 0.333
H 2.73826 2.88295 0.03435 -0.6 0.4 0.1 0.338
H 3.83413 2.61227 1.28323 -0.1 0.3 0.4 0.280
H 1.96365 0.44111 3.17214 0.1 -0.1 0.3 0.403
H 1.58580 -1.77046 2.01499 0.0 0.0 -0.1 0.202
H 1.48322 -1.49460 -0.47639 0.7 -0.1 -0.4 0.479
```
Positions in Å, forces in eV/Å.

---

Entry 2:
DFT (ωB97M-V/def2-TZVPD) results for a 4-piece molecular cluster, C16H42BrN3O overall.

- charge = +2
- 2S+1 = 1

The geometry in XYZ format:
```
63
Properties=species:S:1:pos:R:3:forces:R:3:mulliken_charge:R:1
N 3.18568 -4.20952 0.21775 0.0 0.6 0.2 -0.300
H 2.59462 -3.41234 -0.18363 -0.3 0.5 -0.3 -0.104
H 4.01555 -4.29634 -0.36617 -0.2 -0.5 -0.2 0.398
H 2.58952 -5.03344 0.26166 0.3 -0.2 -0.1 0.393
H 3.49233 -3.93562 1.14980 -0.2 -0.2 0.1 0.360
Br 1.47885 -1.83047 -1.11032 0.4 -0.3 0.4 -0.696
C -7.61668 -0.15883 0.62645 -0.9 0.8 0.0 -1.299
C -6.72231 -1.02136 -0.21565 -0.1 -0.1 -0.5 -0.218
N -5.22588 -0.83889 0.00818 -0.4 -1.0 -0.4 0.017
C -4.93985 -1.24986 1.41450 0.6 0.4 0.1 -1.182
C -4.49375 -1.84206 -0.88501 -0.1 -0.4 0.1 -0.279
C -4.50252 -1.50795 -2.35551 0.2 0.6 -0.3 -1.160
C -4.87200 0.56126 -0.30066 0.4 1.7 1.0 -0.660
C -3.45322 0.98883 0.05613 0.3 -0.6 -1.6 -0.775
O -2.61155 0.57820 -1.01360 0.0 -0.5 0.0 -0.288
C -1.23369 0.50998 -0.69610 -0.1 -0.2 1.4 -0.841
H -7.50706 -0.25989 1.70353 0.1 -0.1 0.0 0.334
H -8.66431 -0.36840 0.38976 0.2 -0.6 0.1 0.437
H -7.61844 0.90331 0.36897 0.6 0.0 0.1 0.367
H -6.90151 -0.83820 -1.27262 0.0 0.2 0.0 0.261
H -6.93131 -2.08200 -0.07864 0.1 0.0 0.3 0.400
H -5.40720 -2.21255 1.59108 -0.2 0.1 0.1 0.361
H -5.25901 -0.48250 2.11429 -0.3 -0.1 0.0 0.412
H -3.86554 -1.35570 1.54398 0.0 -0.1 -0.1 0.536
H -5.01310 -2.78851 -0.72350 -0.1 0.1 0.1 0.570
H -3.50899 -1.98145 -0.44527 0.2 0.3 -0.3 0.374
H -3.73378 -0.80120 -2.66117 0.2 -0.1 0.3 0.277
H -5.43558 -1.01816 -2.63161 -0.2 -0.4 -0.2 0.289
H -4.36231 -2.40391 -2.95488 -0.2 -0.1 0.1 0.397
H -5.49749 1.19898 0.32577 -0.2 -0.2 0.0 0.403
H -5.10257 0.83886 -1.32444 0.0 -0.5 -0.2 0.457
H -3.16987 0.51078 0.99737 0.3 0.5 0.1 0.352
H -3.38810 2.07832 0.03404 -0.3 0.1 0.8 0.438
H -1.08441 -0.16536 0.16299 0.0 -0.2 -0.3 0.371
H -0.84100 1.46225 -0.31338 0.0 0.2 -0.6 0.308
H -0.67551 0.10455 -1.52907 0.0 0.2 -0.2 0.323
C 4.30529 2.69091 -2.20352 -0.7 -0.2 -0.4 -1.026
C 5.61919 2.14609 -1.70486 0.8 0.4 0.2 -0.528
C 5.77354 1.96679 -0.19269 0.3 -0.1 -1.0 -0.707
N 4.80165 1.06938 0.52469 0.2 0.9 0.4 0.188
C 4.58275 -0.23442 -0.17295 -0.5 1.0 -0.2 -0.758
C 3.47608 1.76072 0.79417 -0.4 -0.4 0.5 -0.509
C 2.96024 1.16393 2.11341 -0.6 0.0 0.5 -0.417
C 4.13525 0.40389 2.74784 0.2 -0.1 -0.6 -0.768
C 5.31724 0.90196 1.92124 -0.2 -0.7 0.7 -0.468
H 4.07862 3.71091 -1.89393 0.2 0.0 0.1 0.320
H 3.46370 2.06846 -1.89400 0.0 0.0 0.1 0.139
H 4.24645 2.64999 -3.29141 0.2 0.2 0.0 0.386
H 6.45692 2.83187 -1.88973 -0.3 0.3 -0.2 0.411
H 5.96135 1.29123 -2.29270 -0.4 -0.4 0.3 0.333
H 5.72341 2.93612 0.29867 -0.1 0.0 0.1 0.451
H 6.77905 1.56671 -0.05083 -0.1 -0.2 0.4 0.397
H 4.10789 -0.88519 0.55036 0.3 -0.4 -0.2 0.334
H 5.50615 -0.54957 -0.64665 0.1 -0.3 0.4 0.275
H 3.83764 -0.03997 -0.94043 0.1 -0.2 -0.2 0.276
H 2.78569 1.56403 -0.01584 0.1 0.1 -0.2 0.199
H 3.63804 2.82636 0.92477 0.3 0.0 -0.3 0.381
H 2.10029 0.51606 1.94197 0.2 -0.2 -0.1 0.213
H 2.56690 1.93211 2.77994 0.2 0.2 -0.1 0.388
H 3.94573 -0.66376 2.63533 0.3 -0.1 0.1 0.227
H 4.36580 0.58933 3.79345 -0.4 0.1 0.1 0.402
H 6.18680 0.24992 1.96390 0.1 0.1 -0.3 0.420
H 5.56032 1.89534 2.29475 0.3 0.0 -0.2 0.408
```
Positions in Å, forces in eV/Å.

---

Entry 3:
DFT (ωB97M-V/def2-TZVPD) results for a 4-piece molecular cluster, C39H72N2O13S2 overall.

- SMILES string = CCCC[C@@]1(CNC)OC(=O)[C@@H](COO)[C@]1(CCCCCCOC(C)=O)CCCSC(=S)N1CCOCC1.CCOC(C)=O.CCOC(C)=O.CCOC(C)=O
- 2S+1 = 1

The geometry in XYZ format:
```
128
Properties=species:S:1:pos:R:3:forces:R:3:mulliken_charge:R:1
C 0.94119 -1.55319 2.83018 0.4 0.6 -1.4 -0.851
C 1.57521 -0.13223 3.26462 -0.6 0.1 0.9 -0.434
C 0.79346 1.13539 2.60896 0.4 -1.2 0.5 -0.757
C 1.04700 1.22505 1.02816 -1.0 -0.3 0.6 0.793
C 2.32379 2.06895 0.54559 1.4 -1.3 -0.8 0.781
C 3.14924 2.94829 1.63522 0.4 0.7 0.6 -1.806
N 2.73187 4.37473 1.68804 -0.4 -0.4 -0.7 -0.107
C 1.35733 4.57696 2.21863 0.6 0.3 1.4 -0.370
O 3.30398 0.95924 0.35485 1.1 -1.9 -2.0 -0.265
C 3.32199 0.33996 -0.94537 -1.0 -1.0 0.3 -0.202
O 3.89872 -0.72567 -1.26543 -1.9 4.4 1.8 -0.548
C 2.38027 1.29476 -1.87953 0.9 -0.7 0.1 1.799
C 1.01780 0.69559 -2.46302 0.9 -0.3 -1.7 -0.366
O 0.35230 -0.26998 -1.61598 2.0 1.4 0.6 -0.132
O -0.81039 -0.57952 -2.27600 -2.2 -1.3 -1.1 -0.495
C 2.35014 2.63722 -0.98909 1.1 1.4 -0.4 1.816
C 1.36415 3.83103 -1.38310 -1.2 0.2 -0.1 -1.700
C -0.19164 3.60998 -1.10500 -1.0 1.0 0.1 0.361
C -1.17011 4.46732 -2.09632 -0.7 -1.7 0.5 -0.736
C -2.45734 3.51827 -2.41720 -0.4 1.1 -0.9 -0.594
C -3.61484 3.63324 -1.31584 -0.8 -0.7 0.2 -0.661
C -4.51526 2.28919 -1.17883 -0.8 0.5 -0.9 -0.390
O -4.81434 1.98616 0.23485 -0.8 -1.5 -0.8 -0.245
C -6.00738 1.21833 0.34225 -3.6 1.1 0.1 0.515
C -6.03655 -0.37920 0.57220 0.3 0.5 -0.3 -0.587
O -7.11768 1.81331 0.28151 4.2 -2.0 0.1 -0.559
C 3.79366 3.37621 -1.20875 0.0 1.0 0.2 -1.655
C 4.13146 3.73234 -2.73604 1.2 -1.2 -0.3 -0.498
C 5.34406 2.75366 -3.20799 0.7 -0.3 0.7 -0.586
S 4.99595 1.97249 -4.89326 0.2 -0.8 0.7 -0.220
C 5.62971 0.21729 -4.67785 0.4 -0.9 0.7 -0.117
S 7.28442 -0.08496 -4.84331 -2.3 0.5 0.4 -0.214
N 4.64495 -0.80172 -4.33920 2.3 0.8 -1.4 0.597
C 3.52352 -0.85669 -5.32549 -1.4 0.7 0.0 -0.529
C 2.66011 -2.21059 -5.15942 0.0 1.2 0.2 -0.616
O 2.76039 -2.61281 -3.77597 0.8 -0.3 -1.0 -0.290
C 4.08847 -3.14353 -3.51963 0.2 -0.2 -0.1 -0.403
C 5.24705 -2.13174 -4.07086 -0.4 -1.6 0.7 -0.891
H -0.00643 -1.32832 2.20833 1.2 -0.6 1.2 0.183
H 0.71063 -2.25071 3.69825 0.3 1.0 -1.2 0.325
H 1.65548 -2.07535 2.08613 -1.1 0.6 1.3 0.134
H 1.42895 -0.05785 4.40655 0.3 0.1 -1.6 0.422
H 2.70772 -0.08947 3.08553 -1.7 0.0 0.1 0.195
H 1.06877 2.05846 3.21096 -0.4 -1.0 -1.0 0.037
H -0.32194 0.92680 2.78452 1.5 0.4 -0.3 0.175
H 0.05277 1.52654 0.55876 1.6 0.0 0.4 -0.201
H 1.20450 0.12571 0.70571 -0.2 2.0 0.3 0.025
H 3.08216 2.52968 2.69823 -0.2 -0.1 -1.5 0.398
H 4.28277 2.95334 1.40696 -2.0 -0.3 0.0 0.361
H 3.42912 4.96348 2.17718 -0.8 -0.8 -0.3 0.327
H 1.06218 5.66635 2.02970 0.1 -1.6 0.3 0.231
H 0.61097 3.84204 1.77330 1.1 1.1 0.4 -0.184
H 1.40421 4.37995 3.36087 -0.7 0.4 -1.6 0.378
H 3.03406 1.29854 -2.83627 -1.0 0.8 1.5 -1.022
H 1.29842 0.12031 -3.43036 -0.4 0.8 1.5 0.050
H 0.32339 1.54313 -2.83486 1.0 -1.3 1.0 0.176
H -0.82443 -1.56529 -2.39176 0.5 1.1 0.3 0.283
H 1.45121 4.12113 -2.50008 0.1 -0.8 1.7 0.286
H 1.67616 4.78567 -0.81072 -0.3 -1.7 -0.8 0.337
H -0.56648 2.53713 -1.17811 0.9 1.3 0.1 -0.230
H -0.45371 3.97707 -0.04593 0.5 -0.8 -1.5 0.115
H -1.58149 5.38197 -1.55116 0.8 -1.0 -1.0 0.359
H -0.67270 4.72426 -3.09012 -0.5 -0.2 1.4 0.327
H -2.15492 2.43402 -2.64473 -0.3 1.5 0.6 0.253
H -2.91067 3.91817 -3.40440 0.6 -0.7 1.5 0.448
H -3.23735 3.87583 -0.26756 -0.3 -0.4 -1.4 0.284
H -4.34665 4.46754 -1.61995 1.3 -1.1 0.6 0.318
H -5.55259 2.43753 -1.66990 1.8 0.0 0.6 0.320
H -4.04332 1.38182 -1.68703 -0.3 1.2 0.8 0.259
H -5.79205 -0.64188 1.65606 -0.3 0.5 -1.5 0.283
H -7.09710 -0.74791 0.32976 1.7 0.8 0.4 0.299
H -5.29362 -0.93711 -0.09852 -1.0 0.9 1.0 0.091
H 3.78280 4.39122 -0.65464 -0.2 -1.8 -0.6 0.613
H 4.66258 2.79320 -0.75753 -1.2 0.6 -0.7 0.538
H 4.53274 4.80186 -2.82086 -0.9 -1.5 0.1 0.277
H 3.27778 3.54264 -3.47679 1.1 0.5 1.3 0.382
H 5.49134 1.86168 -2.49983 -0.4 1.3 -1.0 0.234
H 6.35968 3.30517 -3.21058 -1.7 -0.9 -0.3 0.421
H 2.81718 0.01752 -5.05892 1.2 -1.3 -0.6 0.286
H 3.90307 -0.67842 -6.38905 -0.5 -0.5 1.3 0.341
H 2.96571 -3.01756 -5.90640 -0.2 0.8 1.1 0.314
H 1.56701 -1.91679 -5.33865 1.6 -0.6 0.2 0.293
H 4.14361 -4.17235 -4.04821 0.2 1.6 0.7 0.325
H 4.19838 -3.33695 -2.38834 -0.4 0.6 -1.8 0.225
H 5.72128 -2.59322 -5.00404 -0.5 0.8 1.1 0.432
H 6.03431 -2.09952 -3.24541 -1.0 0.4 -1.4 0.393
C -2.05365 1.05107 5.97320 -0.1 0.0 -0.1 -0.674
C -1.15327 1.95240 6.79322 -0.2 -0.2 -0.1 -0.484
O -0.68724 3.06314 6.01174 0.5 0.1 0.1 -0.374
C -1.36954 4.21149 5.83641 -0.1 0.4 -0.4 0.832
C -2.81706 4.26802 6.23915 -0.2 0.2 0.6 -1.010
O -0.83740 5.15294 5.29630 0.0 -0.7 0.3 -0.569
H -2.95200 1.57466 5.63938 0.0 0.0 0.1 0.271
H -2.35839 0.17917 6.55572 0.0 0.0 0.0 0.385
H -1.53438 0.70930 5.07466 0.1 0.0 0.1 0.021
H -1.62746 2.29434 7.71675 0.0 0.1 -0.1 0.407
H -0.26260 1.39477 7.09163 0.1 0.3 -0.1 0.341
H -3.43819 4.03414 5.37350 0.0 0.0 0.0 0.235
H -3.03948 5.28218 6.57740 0.0 -0.1 -0.3 0.325
H -3.07209 3.60653 7.06502 0.0 -0.1 -0.2 0.336
C 1.62844 -6.03831 0.45575 -0.2 0.0 -0.1 -0.904
C 1.66498 -5.84301 1.95777 0.0 -0.1 -0.2 -0.437
O 0.62256 -4.95401 2.38652 0.2 0.3 0.4 -0.342
C -0.64224 -5.33259 2.65082 -0.5 0.3 0.0 0.852
C -1.09656 -6.70145 2.22437 0.0 -0.6 0.4 -1.045
O -1.41382 -4.55256 3.15797 0.7 -0.3 -0.3 -0.561
H 0.69373 -6.50158 0.13217 0.1 -0.1 0.1 0.247
H 2.45776 -6.66955 0.12982 0.0 0.0 0.0 0.377
H 1.69786 -5.07521 -0.05549 0.1 0.0 0.1 0.248
H 1.62540 -6.78746 2.50660 -0.1 0.0 -0.1 0.367
H 2.60689 -5.36413 2.23452 -0.2 0.1 0.1 0.346
H -1.56506 -6.63250 1.24169 0.0 0.0 0.0 0.163
H -1.83135 -7.05983 2.94836 -0.1 0.2 -0.2 0.333
H -0.30106 -7.44397 2.20179 0.0 0.1 -0.2 0.362
C -4.06070 -4.83129 -2.40141 -0.2 0.0 -0.1 -1.050
C -4.01384 -4.61324 -0.90272 0.0 -0.1 -0.2 -0.338
O -5.07194 -3.74244 -0.47590 0.2 0.4 0.3 -0.313
C -6.32560 -4.14802 -0.19317 -0.6 0.2 0.1 0.803
C -6.75161 -5.53278 -0.59507 0.1 -0.5 0.4 -1.068
O -7.10934 -3.37875 0.31088 0.7 -0.3 -0.3 -0.542
H -4.98741 -5.32035 -2.70878 0.1 -0.1 0.0 0.304
H -3.22026 -5.44816 -2.72668 0.0 0.0 0.0 0.368
H -4.01860 -3.87454 -2.92719 0.1 0.0 0.1 0.308
H -4.02628 -5.55020 -0.34007 -0.1 0.0 -0.1 0.326
H -3.08048 -4.10894 -0.64190 -0.2 0.1 0.1 0.306
H -7.23167 -5.48906 -1.57355 0.0 0.0 0.0 0.268
H -7.47022 -5.89771 0.14162 -0.1 0.2 -0.2 0.325
H -5.93902 -6.25667 -0.61541 0.0 0.1 -0.2 0.308
```
Positions in Å, forces in eV/Å.

---

The evaluated total energy for the records listed, in turn: -531.0536 -3447.8047 -3412.8457 Eh.
The evaluated LUMO level for the records listed, in turn: 0.50 -4.68 -0.13 eV.